1.
This record from the OMol25 dataset describes a cluster of 2 separate species, C4H4F2 in total at a distorted geometry. The level of theory is ωB97M-V/def2-TZVPD.

Its LUMO energy (alpha / beta) is -0.0249 / -0.0391 hartree. The HOMO-LUMO gap (alpha / beta) is 8.47 / 7.70 eV.

Positions of all 10 atoms, in Å:
C: 3.3164 0.2833 -0.2897
C: 0.8166 0.0024 -0.1919
C: -0.3492 -0.1878 0.4342
C: -1.7549 0.1259 0.0270
F: 3.6945 -0.6470 0.5350
F: 0.8295 0.4871 -1.3981
H: -0.4020 -0.7323 1.2829
H: -2.2967 0.2758 0.8894
H: -2.1466 -0.6759 -0.6561
H: -1.7076 1.0685 -0.6327

Forces on the atoms, in the same order (eV/Å):
C -1.0038 -1.8132 1.7288
C -0.3973 -0.2039 0.9424
C 1.0573 0.4736 -1.6452
C 1.8107 1.0268 -4.6353
F -0.1832 1.3357 -1.1833
F -0.0177 0.9582 -1.7541
H 0.8265 -1.4724 2.9855
H -1.5832 0.2970 1.5794
H 0.0088 0.6114 0.9068
H -0.5181 -1.2132 1.0749



2.
This record from the OMol25 dataset describes a cluster of 13 separate species, C26H78O26 in total at a distorted geometry. The level of theory is ωB97M-V/def2-TZVPD.

Its LUMO energy is -0.0023 hartree. The HOMO-LUMO gap is 9.11 eV.

Positions of all 130 atoms, in Å:
C: 0.5412 -5.1565 -1.6017
C: 0.5462 -3.6855 -1.8293
O: -0.3298 -3.2410 -2.8586
O: 1.3941 -5.9140 -2.4864
H: -0.4696 -5.5405 -1.7396
H: 0.8278 -5.3582 -0.5696
H: 1.5542 -3.3727 -2.1020
H: 0.2325 -3.1196 -0.9521
H: 0.1227 -2.5056 -3.2780
H: 2.2925 -5.7782 -2.1765
C: -0.8474 -0.2264 0.1632
C: 0.1460 0.1560 -0.9534
O: 1.4405 -0.3915 -0.8924
O: -0.3904 0.2143 1.4090
H: -0.9952 -1.2948 0.3206
H: -1.8626 0.1704 0.1632
H: 0.2247 1.2432 -0.9588
H: -0.2091 0.0073 -1.9732
H: 1.8021 -0.0438 -0.0739
H: -0.3959 -0.5458 1.9953
C: -5.1437 0.9017 -1.0312
C: -4.8083 1.8801 0.0923
O: -4.1581 3.0648 -0.4465
O: -3.9854 0.2648 -1.6138
H: -5.6444 1.4840 -1.8047
H: -5.7909 0.0706 -0.7509
H: -3.9845 1.4951 0.6932
H: -5.6957 2.1525 0.6636
H: -3.4024 3.2881 0.1018
H: -3.4555 0.9891 -1.9546
C: 1.0446 1.1761 -4.7453
C: -0.0278 0.3816 -5.4574
O: 0.3042 0.1312 -6.8224
O: 1.1286 2.4699 -5.2494
H: 1.9433 0.5781 -4.8960
H: 0.7044 1.1732 -3.7097
H: -0.9758 0.9190 -5.4849
H: -0.1733 -0.5458 -4.9034
H: 0.6354 0.9798 -7.1254
H: 2.0555 2.6444 -5.4286
C: -2.5912 2.6868 -3.7164
C: -3.3874 4.0584 -3.7164
O: -4.6845 3.8946 -3.1988
O: -2.2911 2.2591 -2.4539
H: -1.6231 2.9609 -4.1355
H: -3.0516 1.8384 -4.2227
H: -3.4023 4.4651 -4.7276
H: -2.7518 4.7157 -3.1231
H: -4.6368 3.4242 -2.3633
H: -1.7451 2.8596 -1.9413
C: 5.9199 1.4879 2.7748
C: 5.1013 0.2184 2.5939
O: 4.3199 0.3052 1.3993
O: 5.0473 2.6371 3.1195
H: 6.6001 1.5969 1.9301
H: 6.6017 1.3640 3.6162
H: 4.5000 -0.0548 3.4610
H: 5.8666 -0.5428 2.4424
H: 3.4920 -0.1069 1.6568
H: 4.6571 2.9837 2.3137
C: -4.9059 0.0311 3.9933
C: -3.8465 -0.8699 3.3779
O: -2.8421 -1.2304 4.3272
O: -5.6093 -0.6434 5.0279
H: -5.6006 0.2995 3.1974
H: -4.3686 0.9266 4.3055
H: -3.4574 -0.3745 2.4883
H: -4.2509 -1.7754 2.9256
H: -3.3298 -1.7247 4.9900
H: -5.7734 -0.0135 5.7335
C: 4.1041 -3.3252 2.7383
C: 3.1284 -2.7911 1.7433
O: 2.5374 -1.5721 2.2084
O: 3.4725 -3.9372 3.9045
H: 4.7831 -2.5421 3.0758
H: 4.7065 -4.1027 2.2685
H: 2.3043 -3.4583 1.4906
H: 3.5677 -2.5656 0.7716
H: 2.2487 -1.5878 3.1238
H: 2.8633 -3.3092 4.2998
C: -1.9853 4.0438 2.2371
C: -0.7000 4.9280 2.2238
O: 0.3585 4.1040 1.7251
O: -2.0397 3.4297 0.9340
H: -2.9499 4.4836 2.4901
H: -1.8258 3.2914 3.0095
H: -0.5190 5.1356 3.2785
H: -0.8029 5.8304 1.6211
H: 1.1612 4.5752 1.9601
H: -1.1506 3.0753 1.0091
C: -3.7476 -4.6192 -1.1573
C: -3.1651 -3.2947 -0.5533
O: -4.1504 -2.2681 -0.3687
O: -4.3068 -5.3820 -0.1226
H: -2.9094 -5.1567 -1.6008
H: -4.4039 -4.3053 -1.9690
H: -2.3742 -2.9727 -1.2306
H: -2.7008 -3.3701 0.4300
H: -3.9143 -1.4033 -0.7121
H: -3.6151 -5.9341 0.2494
C: 4.6041 -1.3508 -1.7731
C: 5.7207 -2.0866 -2.5478
O: 5.1868 -3.1350 -3.2802
O: 3.7785 -0.5392 -2.5723
H: 5.0850 -0.6510 -1.0896
H: 3.9578 -2.0380 -1.2271
H: 6.4410 -2.4331 -1.8067
H: 6.3039 -1.3887 -3.1487
H: 4.9969 -2.7982 -4.1589
H: 2.9088 -0.4016 -2.1898
C: 1.2852 4.1437 -1.8396
C: 2.0466 5.3372 -1.2936
O: 2.6180 5.0604 0.0254
O: 0.0181 4.1140 -1.3796
H: 1.7977 3.1976 -1.6656
H: 1.2282 4.3090 -2.9155
H: 1.4901 6.2738 -1.3288
H: 2.9185 5.3654 -1.9470
H: 3.3235 4.4178 -0.0793
H: 0.1182 4.1197 -0.4248
C: 0.5419 -2.2073 5.1773
C: -0.2871 -2.9462 4.0387
O: -0.7268 -2.0317 3.0606
O: 1.8867 -1.8346 4.7883
H: 0.5854 -2.8356 6.0670
H: -0.0382 -1.3565 5.5348
H: -1.1937 -3.3570 4.4831
H: 0.3700 -3.6022 3.4676
H: -1.4258 -1.5967 3.5545
H: 2.3345 -1.5411 5.5851

Forces on the atoms, in the same order (eV/Å):
C -0.0059 -0.9248 -0.2895
C 0.1697 1.1969 -0.2126
O -0.0740 -0.3643 -0.4641
O -0.5797 0.5053 0.3779
H -0.0136 -0.0761 -0.0695
H 0.0232 0.0232 0.1910
H 0.2989 0.0011 0.2671
H 0.2777 -0.3025 0.5745
H -0.1980 0.0016 -0.2059
H 0.1722 -0.0056 -0.1194
C -0.2535 -0.9385 0.3616
C -1.3521 1.0107 -0.6196
O -0.0513 -0.3222 0.4608
O 1.1729 1.0948 0.9544
H 0.1735 -0.4371 -0.9394
H -0.0419 0.3200 -1.5917
H 0.0588 0.4174 0.4239
H -0.4621 -0.6890 0.1749
H 0.3945 -0.2079 0.3668
H 0.3949 -0.1850 0.3480
C 0.5380 -0.0709 -0.4152
C 1.6304 0.4554 -0.5438
O -2.1270 -0.4399 -0.7196
O -0.9927 0.2067 0.7378
H -0.2696 -0.0234 -0.1720
H -0.1219 0.2532 0.3870
H -0.5582 -0.7979 0.6626
H -0.0219 -0.0521 0.1064
H 0.2752 -0.1493 0.0489
H 0.8366 0.3692 -0.1335
C -1.1073 -1.6205 0.1365
C -0.3639 0.4058 -0.6272
O 0.2863 -0.3264 0.4727
O 0.4555 0.7514 -0.4994
H 0.4021 0.2975 0.3801
H 0.4885 0.2198 0.4194
H -0.1524 0.1349 0.5003
H 0.0166 -0.2411 -0.3294
H 0.0249 0.1403 -0.3679
H -0.0277 0.2502 -0.0223
C 0.4886 2.5396 -1.2128
C 0.5480 -2.2550 0.2131
O -0.2065 0.5135 -0.8104
O -0.2527 -1.6104 2.1197
H 0.0634 -0.2004 -1.0529
H -0.2121 0.3446 -0.2610
H -0.3988 -0.0830 -0.0203
H -0.0776 0.3424 0.3246
H 0.3489 0.1045 0.5773
H 0.1649 0.4594 -0.1351
C -1.3443 0.4863 1.0812
C 0.9400 0.4393 -0.9523
O 0.4202 0.5027 0.6189
O 1.4307 -1.0578 -0.4796
H -0.4584 0.6027 -0.4250
H -0.2306 0.0389 0.2836
H -0.0541 0.2684 0.0342
H 0.0429 -0.5135 0.1261
H -0.5694 -0.4845 -0.1664
H -0.0120 -0.2068 -0.1589
C 0.3712 -0.4710 -0.8125
C -0.7982 -0.2561 -0.5863
O -0.3455 0.5034 -0.0257
O 0.4785 0.1584 0.1345
H -0.0937 0.1496 -0.0894
H -0.2383 0.1500 0.4433
H 0.7165 0.3398 0.3707
H -0.4307 -0.2071 0.3124
H 0.0506 -0.1130 0.3405
H -0.1100 -0.0662 0.0700
C -0.1780 -1.0195 0.8998
C -0.9997 0.8342 0.0113
O 0.1450 0.5981 -1.0894
O 0.6970 -0.1370 -1.1510
H 0.0047 0.1583 -0.1210
H -0.0163 -0.1354 0.1396
H 0.0713 -0.5912 0.3380
H 0.4407 0.1798 0.2190
H -0.0806 -0.3635 0.2776
H -0.0383 0.3128 -0.0125
C 0.6252 0.3116 -0.3852
C -1.3130 -0.5775 0.8651
O -0.5994 0.2951 0.1358
O 0.4193 0.3115 1.6268
H 0.2875 0.6358 -0.3479
H 0.1046 -0.3780 -0.0677
H 0.2029 0.5506 -0.0034
H -0.1028 0.0374 0.0511
H 0.4725 -0.2032 -0.3961
H 0.3571 -1.0269 -1.2085
C 1.7274 1.8431 1.1937
C -0.1413 0.7655 -0.6907
O -0.6098 -0.8981 0.2398
O -1.0588 -0.6024 -0.0926
H 0.0812 -0.0495 -0.2243
H -0.5805 -0.4440 0.3545
H 0.0298 0.2873 -0.2575
H 0.1365 -0.9527 0.0980
H 0.5386 0.0934 -0.5767
H -0.0436 0.0429 -0.0446
C 0.5039 0.7811 0.2986
C -0.8712 1.2591 1.1454
O 0.1240 -0.8091 -0.7530
O 0.2156 0.1129 -1.7100
H 0.2535 -0.3159 0.6065
H 0.3535 -0.3848 0.1162
H -0.1305 -0.4778 0.1154
H -0.2085 0.2247 -0.2929
H -0.1838 -0.1480 -0.0502
H -0.1536 -0.2219 0.4896
C 1.3112 1.1539 -1.3328
C 2.1799 -1.7536 0.0347
O -1.0386 0.7671 -0.0004
O -2.5688 -0.4830 1.0568
H 0.4713 -0.0881 0.0814
H 0.0420 -0.2462 -0.2429
H 0.0280 -0.2089 0.3869
H 0.0582 0.7723 -0.3042
H -0.0265 -0.0217 -0.2135
H -0.4881 -0.0112 0.6484
C -0.9416 -0.9087 -0.1495
C 1.7275 1.5207 0.1947
O 0.5012 0.1380 -0.1529
O -1.1500 -0.1856 0.2963
H 0.2344 -0.4859 -0.1087
H 0.0866 0.4697 -0.4567
H 0.4174 -0.7352 0.2355
H -0.1923 -0.7122 0.6191
H -0.8564 0.6409 -0.2362
H 0.1750 0.1797 0.0250



3.
This record from the OMol25 dataset describes a cluster of 2 separate species, C4H11NO2 in total at a distorted geometry. The level of theory is ωB97M-V/def2-TZVPD.

Its LUMO energy is 0.0272 hartree. The HOMO-LUMO gap is 10.44 eV.

Positions of all 18 atoms, in Å:
C: 1.0526 2.0702 1.3674
C: 1.5050 0.8503 0.5511
C: 0.5093 -0.3223 0.6617
N: 0.7676 -1.3428 -0.3428
C: 0.3804 -2.6423 -0.1430
O: -0.2096 -2.9890 0.8512
H: 1.8918 2.7046 1.6033
H: 0.4418 1.8589 2.2678
H: 0.2386 2.5610 0.8227
H: 2.4928 0.4310 0.7639
H: 1.3974 1.1841 -0.4710
H: -0.5313 0.0002 0.5984
H: 0.7245 -0.7722 1.6450
H: 1.2861 -1.1107 -1.1777
H: 0.6383 -3.2973 -0.9940
O: -3.8156 0.5301 -2.7636
H: -4.0142 -0.4231 -2.6491
H: -4.7554 0.7093 -2.5913

Forces on the atoms, in the same order (eV/Å):
C -1.1970 -0.7177 0.3953
C -1.5195 -0.4647 -0.1941
C 0.9344 -0.0628 0.7205
N 0.0970 -0.5217 -0.1023
C 0.1719 1.2536 -0.2368
O -0.1409 -0.5389 0.1103
H -0.0736 0.4860 0.0502
H 1.0254 -0.4705 0.1345
H 0.6695 0.4823 -0.4544
H -0.0074 0.5236 -0.0299
H 0.7965 0.0410 -0.5949
H 0.0254 0.0914 0.1703
H -0.6653 -0.0118 -0.2690
H -0.1300 -0.0022 0.1261
H 0.0010 -0.0854 0.1648
O -1.6398 -1.4425 0.4371
H 1.4340 0.0392 -0.2771
H 0.2185 1.4012 -0.1507



The records above yield total energy values of -9639.886 -81454.295 -9911.157 eV, respectively.
The records above yield relative energy (zero: lowest compared OMol25 entry of this formula, charge and spin) values of 151.43 66.19 25.03 kcal per mole, respectively.